1.
{
  "formula": "C16H28N2O5S",
  "method": "ωB97M-V with the def2-TZVPD basis set",
  "energy_ha": -1510.41001,
  "smiles": "CCOC(=O)C1CCN(C(=O)C2CCN(S(=O)(=O)CC)CC2)CC1",
  "multiplicity": 1,
  "e_above_lowest_kcal_mol": 1.6,
  "lumo_energy_ev": 0.68,
  "homo_lumo_gap_ev": 9.9,
  "total_charge": 0,
  "symbols": ["C", "C", "O", "C", "O", "C", "C", "C", "N", "C", "O", "C", "C", "C", "N", "S", "O", "O", "C", "C", "C", "C", "C", "C", "H", "H", "H", "H", "H", "H", "H", "H", "H", "H", "H", "H", "H", "H", "H", "H", "H", "H", "H", "H", "H", "H", "H", "H", "H", "H", "H", "H"],
  "positions_angstrom": [[-6.7973, -1.8292, -0.0942], [-6.3642, -0.5090, -0.7143], [-4.9537, -0.4818, -0.9510], [-4.5156, -1.0688, -2.0675], [-5.2422, -1.5848, -2.8766], [-3.0034, -1.0453, -2.2172], [-2.3467, 0.3025, -1.8974], [-2.2326, 0.5761, -0.3933], [-1.5901, -0.5290, 0.2775], [-0.4121, -0.5547, 0.9450], [-0.0017, -1.5933, 1.4358], [0.3571, 0.7603, 1.0664], [1.1042, 1.0773, -0.2381], [2.2372, 0.0768, -0.4590], [3.1752, 0.0931, 0.6418], [4.2507, 1.3816, 0.6627], [4.2801, 1.9798, -0.6424], [4.0277, 2.2479, 1.7885], [5.8185, 0.4987, 0.9212], [6.9362, 1.5175, 0.9603], [2.5527, -0.2073, 1.9152], [1.3673, 0.7096, 2.2209], [-2.3333, -1.7640, 0.1148], [-2.3763, -2.1569, -1.3586], [-7.8621, -1.7989, 0.1176], [-6.2569, -2.0102, 0.8322], [-6.6002, -2.6450, -0.7854], [-6.8839, -0.3490, -1.6641], [-6.5544, 0.3275, -0.0385], [-2.8259, -1.2834, -3.2717], [-2.9077, 1.1126, -2.3657], [-1.3440, 0.2915, -2.3315], [-1.6850, 1.5035, -0.2399], [-3.2368, 0.6932, 0.0278], [-0.3558, 1.5618, 1.2865], [0.4314, 1.0614, -1.0960], [1.5478, 2.0732, -0.1628], [2.7963, 0.3329, -1.3592], [1.8449, -0.9409, -0.5455], [5.9074, -0.1905, 0.0876], [5.7193, -0.0467, 1.8543], [7.9018, 1.0386, 1.1096], [6.9530, 2.0714, 0.0248], [6.7568, 2.2202, 1.7705], [3.3141, -0.0893, 2.6868], [2.2180, -1.2468, 1.8867], [0.8740, 0.3561, 3.1273], [1.7505, 1.7167, 2.3940], [-1.8301, -2.5348, 0.7007], [-3.3466, -1.6177, 0.5007], [-2.9374, -3.0844, -1.4815], [-1.3554, -2.3283, -1.7058]],
  "lowdin_charge": [-0.057, -0.203, -0.028, -0.472, 0.121, -0.211, -0.106, -0.139, -0.034, -0.410, 0.054, -0.216, -0.112, -0.186, -0.235, 0.643, -0.291, -0.290, -0.276, -0.127, -0.193, -0.120, -0.124, -0.098, 0.078, 0.077, 0.077, 0.124, 0.125, 0.150, 0.126, 0.114, 0.114, 0.124, 0.138, 0.103, 0.124, 0.115, 0.133, 0.099, 0.095, 0.077, 0.076, 0.076, 0.117, 0.119, 0.125, 0.108, 0.123, 0.125, 0.127, 0.127]
}

=====

2.
{
  "formula": "C16H28N4O3",
  "method": "ωB97M-V with the def2-TZVPD basis set",
  "energy_ha": -1071.25002,
  "smiles": "O=C1[C@H]2CCCN2C(=O)N1CCCCN1CCN(CCO)CC1",
  "multiplicity": 1,
  "e_above_lowest_kcal_mol": 33.9,
  "lumo_energy_ev": 0.81,
  "homo_lumo_gap_ev": 8.8,
  "total_charge": 0,
  "symbols": ["O", "C", "C", "C", "C", "C", "N", "C", "O", "N", "C", "C", "C", "C", "N", "C", "C", "N", "C", "C", "O", "C", "C", "H", "H", "H", "H", "H", "H", "H", "H", "H", "H", "H", "H", "H", "H", "H", "H", "H", "H", "H", "H", "H", "H", "H", "H", "H", "H", "H", "H"],
  "positions_angstrom": [[-0.5238, -0.1428, 1.9058], [-1.3301, 0.0799, 1.0344], [-2.3435, -0.8750, 0.4310], [-3.4753, -1.3959, 1.3195], [-4.6068, -1.5943, 0.3034], [-4.4048, -0.4756, -0.7346], [-3.0315, -0.0548, -0.5415], [-2.6127, 1.2316, -0.4890], [-3.0717, 2.1912, -1.0543], [-1.4982, 1.2585, 0.3720], [-0.6852, 2.4443, 0.5355], [0.2418, 2.6177, -0.6696], [1.3458, 1.5552, -0.7029], [2.6592, 2.0798, -0.0970], [3.7046, 1.1209, 0.1828], [3.6219, 0.3940, 1.4253], [2.6432, -0.7976, 1.4037], [2.4294, -1.2567, 0.0345], [1.7732, -2.5527, 0.0168], [1.0212, -2.7731, -1.2976], [0.0584, -1.7705, -1.5086], [3.6765, -1.2156, -0.7073], [4.1156, 0.2510, -0.9042], [-1.8091, -1.6948, -0.0663], [-3.2116, -2.3111, 1.8428], [-3.7461, -0.6359, 2.0548], [-5.5896, -1.5451, 0.7673], [-4.4998, -2.5668, -0.1766], [-4.5517, -0.8365, -1.7555], [-5.0698, 0.3769, -0.5717], [-1.3569, 3.3030, 0.6183], [-0.1160, 2.3251, 1.4598], [-0.3731, 2.5600, -1.5696], [0.6827, 3.6153, -0.6360], [1.0287, 0.6804, -0.1390], [1.5277, 1.2469, -1.7340], [2.4382, 2.5846, 0.8466], [3.0831, 2.8270, -0.7798], [4.6334, 0.0282, 1.6364], [3.3464, 1.0839, 2.2242], [1.6714, -0.5140, 1.8140], [3.0551, -1.6062, 2.0320], [1.0413, -2.5545, 0.8291], [2.4802, -3.3834, 0.1832], [0.4827, -3.7232, -1.2622], [1.7223, -2.8083, -2.1437], [0.5108, -0.9274, -1.3691], [3.5342, -1.6838, -1.6826], [4.4662, -1.7797, -0.1793], [5.2121, 0.2781, -0.9727], [3.7164, 0.6419, -1.8401]],
  "lowdin_charge": [0.089, -0.376, -0.174, -0.101, -0.146, -0.114, 0.011, -0.458, 0.113, 0.066, -0.114, -0.158, -0.181, -0.185, -0.180, -0.160, -0.163, -0.188, -0.179, -0.242, -0.070, -0.160, -0.154, 0.150, 0.118, 0.126, 0.109, 0.111, 0.122, 0.126, 0.129, 0.130, 0.112, 0.114, 0.075, 0.110, 0.121, 0.124, 0.117, 0.119, 0.089, 0.122, 0.123, 0.126, 0.119, 0.107, 0.060, 0.112, 0.122, 0.115, 0.112]
}

=====

Q: What is the formula in the second record?
A: C16H28N4O3